# 1
A cluster of 14 separate species, C4H26BO21 in total. Source: the Open Molecules 2025 dataset; level of theory: ωB97M-V/def2-TZVPD.

The total charge is -1. For the LUMO energy, the calculation gives 1.6 eV. Its gap between HOMO and LUMO is 9.11 eV.

Structure (XYZ):
```
52
Properties=species:S:1:pos:R:3:forces:R:3:mulliken_charge:R:1
O -1.758 2.661 -0.710 1.38 -4.64 -0.82 -0.6274
C -1.166 1.575 -0.954 -0.66 4.31 0.52 0.5878
O -1.652 0.352 -1.228 0.86 1.48 0.59 -0.3927
B -0.501 -0.518 -1.472 0.56 -0.06 -0.79 0.9660
O 0.741 0.329 -1.535 -0.38 2.15 1.14 -0.4681
C 0.435 1.603 -1.107 0.92 1.76 -0.24 0.6369
O 1.145 2.642 -0.961 -2.62 -5.05 -0.68 -0.6400
O -0.636 -1.240 -2.759 0.69 -1.82 -0.07 -0.4047
C -0.314 -2.554 -2.553 -0.80 -1.71 -2.56 0.5891
O -0.202 -3.483 -3.391 -0.32 3.81 2.74 -0.6231
C -0.282 -2.730 -1.026 1.06 -4.32 0.87 0.6114
O -0.360 -1.583 -0.454 -0.29 1.24 0.57 -0.5620
O -0.156 -3.835 -0.466 -0.44 2.83 -1.27 -0.6790
O 1.824 -0.946 -7.456 0.22 0.07 -0.21 -0.6419
H 1.208 -1.637 -7.700 -0.13 -0.21 -0.01 0.3165
H 1.358 -0.432 -6.796 -0.08 0.12 0.25 0.3261
O -0.577 -10.014 -1.645 -0.07 -0.17 -0.19 -0.6446
H -0.615 -10.453 -0.795 -0.02 -0.11 0.20 0.3150
H -0.214 -9.149 -1.452 0.08 0.30 -0.01 0.3297
O -0.151 3.989 3.794 -0.07 0.31 -0.03 -0.6147
H -0.708 3.640 4.489 -0.16 -0.09 0.13 0.3035
H 0.551 3.345 3.702 0.21 -0.17 -0.14 0.3198
O 6.195 5.847 -1.901 -0.11 0.14 0.14 -0.6263
H 7.049 6.173 -2.187 0.19 0.12 -0.07 0.3119
H 6.219 4.910 -2.096 -0.09 -0.26 -0.06 0.3155
O 0.770 -8.144 4.400 0.09 -0.21 -0.11 -0.6416
H 0.580 -7.213 4.287 0.01 0.34 -0.07 0.3349
H 0.263 -8.400 5.171 -0.09 -0.09 0.19 0.3108
O 5.293 3.141 2.542 -0.10 0.05 0.18 -0.6309
H 5.286 3.135 1.585 -0.12 0.02 -0.28 0.3180
H 6.152 2.790 2.778 0.20 -0.08 0.10 0.3131
O -4.079 -0.036 -5.336 -0.22 0.10 0.04 -0.6212
H -3.381 -0.626 -5.049 0.24 -0.15 0.21 0.3223
H -3.952 0.044 -6.281 0.01 0.05 -0.21 0.3025
O -4.634 -2.372 1.841 -0.31 0.00 0.02 -0.6302
H -4.325 -3.021 2.473 0.10 -0.14 0.13 0.3086
H -3.838 -1.943 1.529 0.24 0.15 -0.16 0.3233
O -1.194 7.468 1.908 0.00 0.34 -0.02 -0.6372
H -0.740 6.680 2.206 0.20 -0.30 0.05 0.3254
H -2.123 7.271 2.028 -0.20 -0.09 -0.02 0.3025
O -6.685 2.429 -1.682 -0.29 0.05 -0.14 -0.6441
H -6.736 2.730 -0.775 0.02 0.07 0.20 0.3134
H -5.810 2.050 -1.761 0.30 -0.11 -0.08 0.3311
O 1.939 -0.852 3.829 -0.01 0.11 0.29 -0.6406
H 2.651 -0.585 3.248 0.15 0.12 -0.17 0.3185
H 1.607 -1.663 3.446 -0.18 -0.22 -0.13 0.3214
O 3.004 7.905 0.644 -0.15 0.21 0.08 -0.6265
H 3.118 6.986 0.404 -0.04 -0.28 -0.10 0.3179
H 3.895 8.246 0.720 0.21 0.07 0.00 0.3081
O -1.230 -4.573 4.730 0.22 0.04 -0.02 -0.6382
H -1.608 -4.713 5.599 -0.09 0.04 0.25 0.3176
H -1.657 -5.225 4.175 -0.13 -0.12 -0.27 0.3162
```
Positions in Å, forces in eV/Å.



# 2
A structure of composition C4H26BO21. Source: the Open Molecules 2025 dataset; level of theory: ωB97M-V/def2-TZVPD.

The total charge is -1. For the LUMO energy, the calculation gives 1.2 eV. Its gap between HOMO and LUMO is 8.42 eV.

Structure (XYZ):
```
52
Properties=species:S:1:pos:R:3:forces:R:3:mulliken_charge:R:1
O 2.528 0.830 -2.716 -2.15 1.33 1.11 -0.7381
C 1.434 0.878 -2.121 7.43 -1.75 -5.54 0.5658
O 0.558 0.017 -2.360 -4.19 -1.26 0.44 -0.5587
B -0.528 0.288 -1.362 0.35 -1.07 -0.39 0.8928
O 0.037 1.376 -0.533 -4.46 -0.90 0.54 -0.4176
C 1.194 1.606 -0.956 1.77 1.56 3.91 0.3177
O 2.025 2.049 -0.211 1.03 2.12 -0.37 -0.3989
O -0.867 -0.938 -0.562 5.63 2.93 -1.15 0.3793
C -2.087 -1.036 -0.682 -5.36 -6.68 3.76 0.5040
O -2.676 -1.939 -0.071 -0.26 2.18 -1.78 -0.7073
C -2.721 -0.051 -1.525 -5.78 1.37 0.99 0.6428
O -1.788 0.667 -1.977 1.78 2.30 -1.89 -0.6602
O -3.949 0.201 -1.543 3.26 -0.71 -0.63 -0.8265
O 3.571 4.181 -2.873 -0.12 1.10 -0.91 -0.6609
H 2.829 4.537 -3.391 0.48 -0.19 0.22 0.3089
H 3.165 3.566 -2.285 -0.31 -0.99 0.70 0.3210
O -4.944 -2.726 1.506 -0.64 -0.36 -0.22 -0.5976
H -5.295 -3.258 0.779 0.34 -0.24 0.23 0.2907
H -5.250 -1.843 1.233 0.42 0.16 0.24 0.3703
O -2.517 -4.623 0.300 -0.98 0.22 1.38 -0.6612
H -2.762 -3.695 0.105 0.40 -0.60 -0.01 0.4065
H -2.770 -4.645 1.264 0.61 -0.07 -1.36 0.3397
O -5.553 -0.215 0.738 0.35 0.37 0.37 -0.6874
H -6.475 -0.119 0.518 -0.29 0.21 -0.32 0.2753
H -5.011 0.104 -0.005 -0.28 -0.35 -0.15 0.4281
O 3.622 0.059 0.303 -0.21 -1.59 -0.64 -0.6837
H 4.321 0.406 0.810 1.41 0.45 1.24 0.3135
H 3.069 0.811 0.162 -0.56 0.82 -0.10 0.3288
O -1.643 0.712 1.846 0.25 -0.41 0.00 -0.6507
H -1.057 1.096 1.184 -0.38 0.58 0.05 0.2982
H -2.484 1.171 1.851 0.00 0.21 -0.14 0.3216
O 1.035 -0.506 2.369 -0.40 0.55 -0.50 -0.6512
H 0.191 -0.195 1.990 0.16 -0.50 0.68 0.3355
H 1.484 0.324 2.569 0.20 -0.14 -0.01 0.3121
O 0.411 4.041 1.977 0.49 -0.08 -0.70 -0.5657
H 0.705 4.251 1.084 0.67 -0.54 -0.16 0.2545
H -0.323 4.634 1.963 -1.22 0.59 0.82 0.2910
O -1.492 -2.594 2.386 2.19 -1.30 2.18 -0.6883
H -0.763 -2.651 1.759 -0.25 -0.16 -0.31 0.4648
H -2.222 -2.193 2.008 -2.02 1.16 -1.50 0.3050
O 5.185 0.049 -2.137 -0.43 0.48 -0.33 -0.6833
H 4.858 0.282 -1.262 0.19 -0.41 0.48 0.3237
H 4.367 0.283 -2.609 0.50 -0.27 -0.33 0.4707
O 3.808 3.595 1.594 0.41 -0.07 -0.95 -0.6542
H 2.947 3.633 1.148 0.33 -0.20 0.29 0.2894
H 4.432 3.415 0.856 -0.60 0.20 0.73 0.3259
O 0.947 -2.958 0.799 -0.84 -2.32 -0.90 -0.6036
H 0.982 -2.044 0.930 0.67 2.30 0.71 0.1854
H 1.549 -3.380 1.406 0.27 0.15 0.25 0.2691
O 1.577 -2.775 -2.087 0.03 0.30 -0.61 -0.6781
H 1.511 -2.010 -2.674 0.17 -0.23 0.06 0.3569
H 0.842 -2.653 -1.484 -0.06 -0.27 0.50 0.2841
```
Positions in Å, forces in eV/Å.



# 3
A cluster of 9 separate species, C4H26N2O9 in total. Source: the Open Molecules 2025 dataset; level of theory: ωB97M-V/def2-TZVPD.

As for the spin multiplicity: 2. The total charge is -1. For the LUMO energy (alpha / beta), the calculation gives 2.7 / 2.6 eV. Its gap between HOMO and LUMO (alpha / beta) is 2.35 / 9.68 eV. As for the expectation value of S²: 0.751.

Structure (XYZ):
```
41
Properties=species:S:1:pos:R:3:forces:R:3:mulliken_spin:R:1
N -1.735 0.317 1.453 0.27 1.31 -0.14 0.0979
C 0.280 0.132 -1.234 -0.10 -1.47 0.13 0.3115
C 0.375 0.762 0.192 3.53 0.49 -1.85 0.3141
C -0.912 1.338 0.561 -4.63 -2.91 -0.16 -0.1121
C -1.022 2.563 1.371 2.69 4.90 -1.56 0.2670
N -2.289 3.143 1.734 2.89 -2.02 -1.32 -0.0245
O 0.024 3.289 1.412 -3.33 -1.70 0.91 -0.1604
H -1.431 0.375 2.457 0.05 -0.41 -1.58 -0.0511
H -1.630 -0.612 1.063 0.22 -0.20 0.26 -0.0231
H 1.114 -0.592 -1.574 -1.11 1.37 0.92 -0.1833
H 0.174 0.948 -1.934 0.35 0.17 -0.36 0.0164
H -0.660 -0.424 -1.305 0.11 -0.30 -0.03 -0.0210
H 0.775 0.037 0.937 -0.06 0.90 -0.44 0.1820
H 1.090 1.624 -0.065 -0.58 -1.22 1.34 -0.1365
H -1.498 1.409 -0.504 0.73 0.44 2.87 -0.0207
H -3.031 2.503 1.915 -0.31 -0.07 0.63 -0.0066
H -2.105 3.947 2.273 -0.33 0.81 0.86 0.0115
H -1.407 -3.183 0.306 -0.05 1.07 -0.91 0.0103
H -2.615 -2.611 -0.356 -3.73 -0.58 -0.64 0.0438
O -1.741 -2.407 -0.252 3.81 -0.57 1.55 -0.1334
H 3.979 -0.238 2.050 0.37 -1.75 1.42 -0.0945
H 4.010 1.191 1.752 -0.75 -1.77 -1.42 -0.0960
O 3.761 0.289 1.309 0.35 3.45 -0.07 0.3394
H 2.355 -0.243 -3.414 -1.39 -0.81 -0.67 -0.0047
H 3.466 0.239 -2.734 -0.10 1.22 -0.37 -0.0314
O 2.805 0.586 -3.380 1.60 -0.40 1.02 0.0636
H -4.040 2.190 0.420 0.15 -2.04 -0.25 -0.0042
H -3.469 0.766 0.974 0.25 0.47 -0.45 0.0020
O -4.065 1.194 0.308 -0.74 1.50 0.16 -0.0010
H 0.312 -4.772 -0.106 -0.02 -0.37 -0.59 -0.0055
H 0.510 -3.828 0.993 1.30 1.29 1.22 -0.0318
O -0.088 -4.495 0.716 -1.15 -0.80 -0.37 0.1575
H 0.375 3.859 -3.214 -0.97 1.32 -2.21 0.0034
H 1.253 4.109 -1.996 -0.69 -0.89 -0.56 -0.0043
O 0.715 3.435 -2.476 1.59 -0.44 2.83 -0.0055
H -0.269 -3.178 -3.105 0.42 -0.59 0.44 -0.0119
H -0.202 -3.079 -1.667 -1.64 2.80 3.79 0.0222
O 0.096 -3.621 -2.311 1.17 -2.19 -4.22 0.0205
H 2.353 -1.841 1.734 -0.43 -1.65 2.51 -0.0675
H 2.441 -2.611 3.266 0.38 0.65 -0.72 -0.2265
O 1.945 -2.512 2.429 -0.10 0.96 -2.00 0.5942
```
Positions in Å, forces in eV/Å.



Per-record max |F|, eV/Å: 5.7, 9.4, 5.8